157
Properties=species:S:1:pos:R:3:forces:R:3 method="wB97M-V/def2-TZVPD" mol_weight_da=849.2 lumo_energy_ha="0.068 / 0.067" e_tot_ev=-76581.565 homo_lumo_gap_ev="1.40 / 7.96" homo_energy_ev="0.5 / -6.1" total_charge=-1 multiplicity=2
C -6.2605 6.0908 0.9023 -0.1032 -0.8512 0.5433
C -5.6690 4.9777 -0.0420 1.0181 2.3418 0.0688
C -5.3024 5.7450 -1.3687 -0.5434 -0.4919 0.0025
C -4.0507 6.6206 -1.4022 -0.8232 -0.4100 0.3847
C -2.8926 5.7550 -0.9742 -0.6763 1.1552 0.7255
C -3.1018 5.0492 0.3856 -0.4195 0.0844 1.0825
N -4.4411 4.3823 0.4935 0.7031 0.5541 -2.9884
O -4.6620 3.7524 1.6857 -0.1959 0.5057 1.2541
C -2.0394 4.0107 0.5161 0.5396 -1.3796 0.1652
C -2.8816 5.9684 1.6216 -0.5780 0.0360 -0.0532
C -6.6431 3.8375 -0.3274 0.1651 1.2322 0.7549
H -5.7124 7.0320 0.8585 -0.0467 -0.0092 -0.3970
H -6.2175 5.8106 1.9548 0.1493 -0.3857 0.0514
H -7.3228 6.2611 0.7271 0.0020 0.1738 -0.3831
H -5.1713 4.9844 -2.1384 0.0271 -0.1382 -0.2170
H -6.1747 6.3313 -1.6574 -0.1939 -0.0452 -0.0031
H -4.1318 7.5361 -0.8161 -0.1567 -0.0295 0.2090
H -3.8519 6.9243 -2.4300 -0.2177 0.1813 -0.0883
H -2.0969 6.4872 -0.8365 0.7656 -0.6153 -0.1701
H -2.7700 5.1174 -1.8497 0.6821 -0.6225 0.5062
H -2.0841 3.4844 1.4695 -0.0383 0.1568 0.2406
H -2.1321 3.2077 -0.2152 0.0849 0.1266 -0.3769
H -1.0573 4.4805 0.4630 0.1181 -0.0722 -0.1769
H -1.8527 6.2898 1.7830 0.0079 0.5891 -0.7201
H -3.6389 6.7521 1.6001 0.4727 0.4947 0.1320
H -3.0360 5.4363 2.5603 -0.5023 -0.4787 -0.2349
H -7.6216 4.2504 -0.5725 0.0215 -0.2325 -0.4373
H -6.7548 3.3235 0.6273 -0.0976 -0.4068 -0.1942
H -6.1803 3.2351 -1.1090 -0.5581 -0.0209 -0.1195
H -4.2602 2.8906 1.5540 0.1136 -1.0984 0.5212
C 1.6247 -3.7597 0.1498 -0.4466 0.0694 -1.5805
C 2.8579 -3.8680 -0.8278 0.4119 0.4758 -0.5359
C 4.0941 -3.6644 0.0658 0.8995 0.6982 -0.0282
C 5.4890 -4.0233 -0.4982 -1.1668 -0.1995 -0.0265
C 5.4414 -5.5254 -0.7986 -0.1572 0.7043 -0.7689
C 4.2172 -5.9641 -1.7257 0.3942 -0.4131 0.5617
N 2.9527 -5.2554 -1.3277 1.0534 -0.4613 1.3982
O 1.7922 -5.6895 -1.9695 0.4403 -0.1906 -0.1883
C 4.6688 -5.6694 -3.2084 -0.2725 -0.4592 0.5534
C 4.0406 -7.5421 -1.4619 -0.1694 1.5387 -0.6674
C 2.7515 -2.8190 -2.0361 -0.6479 0.0506 1.0180
H 0.6652 -3.7947 -0.3660 0.0171 -0.7566 -0.6573
H 1.4210 -2.7751 0.5708 1.1941 -0.0553 0.6799
H 1.6344 -4.6000 0.8440 0.1542 0.3441 0.2535
H 4.1423 -2.6319 0.4118 -0.3853 0.1619 -0.0836
H 3.9686 -4.2680 0.9646 -0.1734 -0.1215 0.0750
H 6.2647 -3.7702 0.2245 -0.0633 -0.2724 0.3513
H 5.7791 -3.4044 -1.3473 -0.3637 -0.1275 -0.4492
H 5.4783 -6.0589 0.1511 -0.4297 -0.1412 -0.0165
H 6.3684 -5.7669 -1.3187 -0.0584 -0.4281 -0.1516
H 4.7010 -4.5996 -3.4144 0.0860 0.0156 0.1529
H 5.6581 -6.0996 -3.3649 0.1328 0.1248 0.0712
H 4.0635 -6.1317 -3.9881 -0.4563 -0.0555 0.1824
H 4.9214 -8.0970 -1.7848 0.1318 0.1625 -0.1654
H 3.8989 -7.7565 -0.4027 -0.1488 0.2721 -0.0197
H 3.1779 -7.8985 -2.0249 -0.0020 -0.0648 0.0775
H 1.8565 -3.0573 -2.6107 0.0872 -0.3061 -0.2519
H 3.5864 -2.6382 -2.7131 0.3313 -0.8279 0.1122
H 2.5397 -1.7950 -1.7284 -0.0200 -0.0667 0.6173
H 1.8962 -5.3949 -2.8773 -0.2991 0.1488 -0.5612
C -1.7083 -2.9378 2.7993 -0.4866 -0.4543 1.8664
O -1.5897 -2.5018 1.7005 1.1098 2.3648 -6.1317
N -2.0936 -2.2274 3.7948 -0.8333 0.8119 2.2341
N -1.4617 -4.1664 3.1267 1.3059 -3.6594 -1.0093
H -2.1144 -2.8942 4.5531 -0.4155 1.6230 1.5924
H -2.0687 -1.2183 3.7589 -0.5330 0.2097 0.7365
H -1.7534 -4.5737 4.0037 0.0974 -0.3996 0.2236
H -1.0286 -4.7201 2.4015 -0.2780 -0.4705 0.2923
C -4.2685 0.5809 0.6694 1.5715 -0.7305 0.2048
O -3.8556 1.1313 1.6690 0.1303 2.1759 2.1423
N -5.1480 1.0699 -0.1596 -2.4231 1.3398 -1.9461
N -3.7189 -0.5568 0.3227 0.2541 -1.7655 -1.0737
H -5.4703 2.0253 -0.1015 0.2343 -0.4370 0.3051
H -5.4342 0.5490 -0.9762 0.0818 0.1433 0.2251
H -3.9616 -0.9173 -0.5890 0.5737 -0.6728 0.4122
H -3.0130 -0.9250 0.9441 0.0708 -0.6027 -0.2965
C 0.8072 -0.3744 -0.3931 -0.1281 0.4964 0.1186
C 0.0962 0.6708 0.4862 -0.0351 -1.1585 0.3166
O -0.1170 0.1441 1.8001 0.4272 0.1707 0.2996
H 0.9194 -0.0890 -1.4391 -0.2591 0.2188 0.0046
H 0.2577 -1.3151 -0.3575 -0.1161 0.0046 -0.0365
H 1.8205 -0.5696 -0.0420 0.0070 0.0406 0.3001
H -0.9177 0.8806 0.1454 0.1801 0.5083 -0.6889
H 0.6962 1.5647 0.6570 -0.1865 0.1234 -0.3660
H -0.5561 -0.7072 1.7358 -0.5150 -0.6105 -0.2534
C -2.5634 2.8159 4.7663 0.3388 -0.1430 -0.3572
C -1.8424 1.5582 4.2587 0.1908 0.0107 0.6464
O -2.7088 0.4511 4.1116 -0.1353 0.2633 0.1505
H -3.2152 3.2480 4.0071 -0.2225 -0.1847 -0.0789
H -1.8437 3.6003 5.0000 0.1985 -0.0025 0.1390
H -3.1463 2.6018 5.6622 0.0091 -0.0715 -0.0357
H -1.1031 1.2103 4.9802 0.2056 0.3110 0.0641
H -1.3294 1.6989 3.3074 0.1341 0.3913 -0.0149
H -3.1929 0.6647 3.3105 -0.6563 -0.3124 -0.5424
C -1.6104 -1.0389 -3.3878 -1.1023 2.4845 -0.8859
C -1.0620 -2.2679 -3.9338 0.8116 -1.8650 1.7557
O -1.7903 -3.3953 -3.5405 -0.6402 -1.1535 -1.4583
H -0.9355 -0.2851 -3.7932 -0.0877 0.6936 0.2910
H -1.7049 -0.8946 -2.3115 0.4384 -0.5911 0.0717
H -2.5975 -0.8375 -3.8039 -0.2214 0.0979 -0.0732
H -0.0871 -2.3213 -3.4492 0.7448 -0.2817 -0.4842
H -0.9521 -2.3091 -5.0175 -0.1038 0.2697 0.0416
H -1.9064 -3.4747 -2.5909 0.2394 0.5438 0.6143
C 2.9548 3.2056 4.0061 0.2393 -0.0794 0.7076
C 2.2527 3.1236 2.6780 0.7863 1.0550 -0.6423
O 2.7677 4.1849 1.7951 -0.2035 -0.9626 -0.0338
H 2.4643 2.5923 4.7620 -0.0755 -0.0229 -0.0281
H 3.0662 4.2211 4.3864 -0.4643 0.2083 -0.0229
H 3.9874 2.8636 3.9358 -0.0046 -0.2271 -0.2506
H 1.1673 3.2201 2.7046 -0.0303 -0.1895 0.3189
H 2.5289 2.1705 2.2270 -0.2503 0.1342 -0.2770
H 2.4980 5.0354 2.1493 -0.0832 -0.0467 0.1884
C 1.3604 1.0066 -5.5971 -1.5834 -0.4870 -1.1242
C 2.6681 1.0133 -4.9647 1.1029 0.3092 1.2497
O 2.6230 0.6756 -3.5866 0.5383 -1.0980 -0.3050
H 0.7306 1.8033 -5.2013 -0.2415 -0.0701 -0.3434
H 0.8685 0.0380 -5.5076 -0.1509 -0.0387 0.6012
H 1.4924 1.0404 -6.6786 -0.1336 0.7714 -0.1840
H 3.0922 2.0171 -4.9909 0.3780 0.1245 -0.6075
H 3.2847 0.3079 -5.5217 0.4881 -0.0072 0.5068
H 2.0353 1.2843 -3.1331 -0.2982 0.3477 0.1418
C 1.7728 -2.5099 3.7225 -0.6522 -0.2111 1.4693
C 2.4313 -1.1583 3.7686 -0.1318 0.3281 -0.7376
O 1.4934 -0.0984 3.9393 0.4399 -0.4491 1.0470
H 2.4347 -3.3594 3.8904 0.3778 -0.0054 -0.9420
H 1.0460 -2.6264 2.9185 0.3675 -0.2206 -0.1923
H 1.2054 -2.6003 4.6488 -0.5251 0.2224 0.0887
H 2.8841 -0.9294 2.8039 0.7854 -0.3061 -0.0644
H 3.1612 -1.1404 4.5780 0.0760 0.2973 -0.0695
H 0.8446 -0.2741 3.2539 -0.4399 0.6191 -0.3631
C 5.6083 -0.0130 0.4355 0.4473 -0.9684 0.0773
C 5.6567 -0.6076 1.8288 -0.2080 0.0809 0.3608
O 7.0068 -0.9412 2.1279 0.5179 0.1838 -0.1469
H 6.1217 0.9484 0.4187 -0.2765 0.0513 -0.1075
H 4.6076 0.0054 0.0037 -0.0600 0.3646 0.2414
H 6.1745 -0.7125 -0.1794 0.1264 0.0993 -0.2949
H 5.0758 -1.5226 1.9445 -0.3683 0.0720 -0.3035
H 5.2813 0.1123 2.5561 -0.1136 0.1035 0.1692
H 7.0397 -1.3612 2.9905 -0.0595 0.0161 0.0351
C -1.4622 -5.8313 -0.8439 -0.2782 -0.0041 -0.0178
C -2.6264 -4.8836 -0.6429 0.3740 -0.6453 0.6383
O -2.1920 -3.5652 -0.8604 -0.3720 0.6051 -0.5146
H -0.9355 -5.5576 -1.7582 -0.1026 -0.3445 -0.1713
H -1.8700 -6.8419 -0.8670 0.3590 -0.2120 -0.1689
H -0.7254 -5.7503 -0.0448 -0.0917 -0.0325 0.1270
H -2.9686 -4.9457 0.3901 -0.3060 -0.2116 0.0723
H -3.4633 -5.1404 -1.2922 0.0012 0.1859 -0.1825
H -2.0313 -3.2089 0.0164 0.4321 0.6222 0.5690
C 0.6251 4.4814 -3.3785 -0.5027 0.5715 -0.6108
C -0.0209 3.2366 -2.8254 -0.3122 1.8571 -0.5467
O 0.9490 2.4439 -2.2285 0.2275 -0.8612 0.4554
H 1.3659 4.2414 -4.1412 0.2683 0.2362 0.2042
H 0.9756 5.1193 -2.5672 0.6397 -0.1873 0.0067
H -0.1471 5.1043 -3.8300 -0.1155 -0.0192 -0.3364
H -0.5285 2.7285 -3.6454 -0.0515 -0.4468 0.4393
H -0.7124 3.6690 -2.1023 -0.5981 -0.8388 0.2124
H 1.4132 3.0321 -1.6284 0.3421 -0.1680 0.3117